Here is a molecular structure, C23H41BiBrP2 at a distorted geometry from the OMol25 dataset. Energies are from the ωB97M-V functional and the def2-TZVPD basis.

Atoms and positions in Å:
Bi1 0.902 1.541 -0.545
C1 -2.259 -3.328 2.066
C2 -2.947 -2.996 0.866
C3 -1.498 -4.722 0.400
C4 -1.353 -4.388 1.770
C5 -2.484 -3.864 -0.162
C6 -2.451 -2.691 3.384
H1 -2.654 -1.617 3.276
H2 -1.556 -2.811 4.011
H3 -3.304 -3.146 3.917
C7 -0.444 -5.067 2.715
H4 -0.392 -4.524 3.661
H5 0.571 -5.136 2.303
H6 -0.780 -6.092 2.928
C8 -0.775 -5.800 -0.305
H7 -1.179 -6.787 -0.042
H8 0.287 -5.799 -0.034
H9 -0.855 -5.683 -1.390
C9 -2.967 -3.872 -1.558
H10 -3.864 -4.503 -1.667
H11 -2.198 -4.270 -2.231
H12 -3.233 -2.857 -1.888
C10 -3.990 -1.963 0.726
H13 -4.999 -2.383 0.878
H14 -3.960 -1.526 -0.279
H15 -3.844 -1.159 1.458
C11 2.277 3.186 0.180
C12 1.465 3.679 1.375
C13 0.373 4.711 1.064
C14 -0.364 4.637 -0.295
C15 -0.256 3.426 -1.206
C16 0.711 3.197 -2.249
C17 2.095 3.775 -2.314
C18 2.612 4.175 -0.918
H16 0.813 5.718 1.123
H17 -0.133 5.563 -0.858
H18 -0.385 4.673 1.859
H19 2.275 5.193 -0.668
H20 3.110 2.549 0.477
H21 2.130 4.152 2.125
H22 3.705 4.242 -0.975
H23 2.762 3.015 -2.773
H24 0.347 2.747 -3.187
H25 2.132 4.650 -2.986
H26 -1.439 4.697 -0.048
H27 -1.224 2.940 -1.398
P1 0.842 2.141 2.291
C19 2.328 1.368 2.979
C20 -0.744 2.146 3.164
P2 1.830 -0.978 -3.343
C21 2.292 -0.135 -1.792
C22 0.276 -0.052 -3.755
C23 2.987 0.033 -4.375
H28 2.706 0.699 2.190
H29 2.081 0.748 3.854
H30 3.129 2.082 3.232
H31 -1.553 2.428 2.464
H32 -0.796 2.812 4.044
H33 -0.960 1.116 3.497
H34 2.779 1.097 -4.192
H35 2.887 -0.210 -5.439
H36 3.992 -0.245 -4.032
H37 2.355 -0.873 -0.961
H38 3.289 0.357 -1.936
H39 -0.459 -0.763 -4.165
H40 0.487 0.738 -4.490
H41 -0.134 0.380 -2.828
Br1 -0.395 -0.376 1.005

Output
M, g/mol: 668.4
E_tot, eV: -118962.674
HOMO-LUMO gap (spin up / spin down), eV: 2.88 / 2.70
Energy relative to the best compared isomer or geometry (same formula, charge and spin), kcal per mole: 0.0
Multiplicity: 1
Charge: +1
HOMO (spin up / spin down), eV: -8.50 / -8.45
E_LUMO (spin up / spin down), eV: -5.62 / -5.75
Max |F|, eV/A: 5.59